No. 1
The following is a DFT calculation (ωB97M-V/def2-TZVPD) of an isolated molecule of C4H8O3.

Geometry as XYZ:
```
15
Properties=species:S:1:pos:R:3
O -2.54377 -0.74977 -0.10223
C -1.46457 -1.13620 -0.47629
O -1.27618 -1.83458 -1.60400
C -0.20138 -0.94203 0.31228
C 0.15714 0.47018 0.69338
C 1.17173 1.16433 -0.27939
O 1.36715 2.55798 0.14410
H -2.13486 -2.23774 -1.81190
H 0.57127 -1.62307 -0.00099
H -0.49496 -1.54240 1.24709
H -0.62573 1.17498 0.86392
H 0.72761 0.49855 1.61132
H 2.22096 0.84301 -0.27246
H 0.76252 1.06573 -1.31150
H 1.76307 2.29102 0.98667
```

HOMO level   -10.5 eV
Charge   0
E   -382.9123 Eh
Gap between HOMO and LUMO   11.10 eV
ΔE to the lowest compared entry with this formula, charge and spin   1.430 eV
E_LUMO   0.6338 eV

Charges computed using natural (NBO), reported in e: O -0.5914; C 0.7897; O -0.6789; C -0.5315; C -0.4280; C -0.0718; O -0.7048; H 0.4956; H 0.2377; H 0.2476; H 0.2430; H 0.1938; H 0.1715; H 0.1773; H 0.4504

***

No. 2
The following is a DFT calculation (ωB97M-V/def2-TZVPD) of C2H7IN2S as an isolated structure.

Geometry as XYZ:
```
13
Properties=species:S:1:pos:R:3
C -0.37075 -0.21733 -0.97896
C -0.14564 1.05602 0.84407
N 0.10219 -0.27137 0.35353
N 1.07209 -1.03830 0.71076
S 1.15485 -2.61154 0.04733
I 3.36116 0.34016 -0.02422
H 0.14510 0.50420 -1.72790
H -0.22561 -1.14196 -1.50658
H -1.35692 0.15579 -1.02802
H -0.10328 1.03910 1.92706
H 0.62645 1.73135 0.50188
H -1.03276 1.35305 0.39672
H 1.99399 -3.21150 1.06960
```

HOMO level (spin up / spin down)   -8.2 / -7.8 eV
Charge   0
E   -885.6720 Eh
Gap between HOMO and LUMO (spin up / spin down)   7.31 / 6.32 eV
ΔE to the lowest compared entry with this formula, charge and spin   0.763 eV
E_LUMO (spin up / spin down)   -0.9218 / -1.4398 eV

Charges computed using natural (NBO), reported in e: C -0.4670; C -0.4208; N -0.1323; N -0.2734; S 0.2340; I -0.4512; H 0.2312; H 0.2204; H 0.2148; H 0.2268; H 0.2385; H 0.2094; H 0.1694

***

No. 3
The following is a DFT calculation (ωB97M-V/def2-TZVPD) of a 4-piece molecular cluster, C15H26B3F3NO13P overall.

Geometry as XYZ:
```
62
Properties=species:S:1:pos:R:3
C -0.57627 1.28858 -3.67444
P -0.03964 0.01359 -2.48743
C -1.48767 -0.12540 -1.38552
B -0.07546 -1.63692 -3.45231
O -0.89479 -2.69107 -3.04252
B -0.24441 -3.92597 -2.92747
C -0.32750 -4.83961 -1.66296
C -1.64156 -4.98913 -0.86508
N -2.46943 -3.79912 -0.71087
O 0.63808 -4.23157 -3.95512
B 1.47514 -3.17602 -4.28219
C 3.02382 -3.28495 -4.32100
C 3.63677 -2.53352 -3.13220
O 3.59633 -3.37757 -1.98021
O 0.87425 -1.92894 -4.41457
H -0.44689 2.26128 -3.19160
H 0.07086 1.25554 -4.55471
H -1.61782 1.16529 -3.98081
H -1.76803 0.88250 -1.06845
H -1.19406 -0.68689 -0.49255
H -2.35102 -0.60936 -1.85045
H 0.02624 -5.82898 -1.98473
H 0.45500 -4.47545 -0.97514
H -2.26038 -5.78183 -1.29837
H -1.38100 -5.33071 0.14267
H -1.92445 -3.02758 -0.35931
H -2.88211 -3.52536 -1.58783
H 3.34796 -4.33171 -4.28509
H 3.42242 -2.84387 -5.24198
H 4.67570 -2.26822 -3.35937
H 3.09164 -1.60519 -2.93113
H 3.30996 -2.87745 -1.24063
O 1.22043 2.94344 -1.17835
C 0.61928 3.15399 -0.18005
O 1.15230 3.51189 1.00278
C 0.09449 3.83546 1.91514
C -1.08383 3.09179 1.30870
F -2.25494 3.76105 1.45389
O -0.73633 3.06139 -0.06761
H -0.08564 4.91140 1.88337
H 0.35755 3.53360 2.92252
H -1.22490 2.07147 1.66111
O 1.35099 4.98707 4.66435
C 1.73360 6.07943 4.42400
O 2.26362 6.93899 5.31904
C 2.75756 8.08586 4.62415
C 1.95181 8.04516 3.33468
F 2.64760 8.48404 2.26357
O 1.69043 6.66211 3.19335
H 3.81679 7.95055 4.40164
H 2.60441 8.97711 5.22317
H 1.00063 8.57909 3.37224
O -1.85182 -0.66031 2.88249
C -2.28799 -1.76214 2.88290
O -3.58805 -2.08990 2.78792
C -3.69638 -3.51223 2.63024
C -2.38403 -3.98828 3.22941
F -1.88296 -5.08217 2.61070
O -1.53027 -2.88688 2.98834
H -3.72496 -3.74562 1.56243
H -4.58107 -3.88551 3.13479
H -2.40998 -4.18623 4.30246
```

HOMO level   -8.1 eV
Charge   0
E   -2335.8734 Eh
Gap between HOMO and LUMO   8.65 eV
E_LUMO   0.5276 eV

Charges computed using natural (NBO), reported in e: C -0.9125; P 0.5110; C -0.9280; B 0.8438; O -0.9224; B 1.1902; C -0.8184; C -0.2017; N -0.8460; O -0.8930; B 1.1946; C -0.8107; C -0.0456; O -0.7322; O -0.9075; H 0.2477; H 0.2398; H 0.2167; H 0.2418; H 0.2247; H 0.2236; H 0.2447; H 0.2453; H 0.1867; H 0.1929; H 0.3534; H 0.3643; H 0.2419; H 0.2416; H 0.1667; H 0.1779; H 0.4710; O -0.5626; C 0.9739; O -0.4828; C -0.1334; C 0.4396; F -0.3291; O -0.5097; H 0.2001; H 0.2341; H 0.1706; O -0.5628; C 0.9755; O -0.4808; C -0.1299; C 0.4480; F -0.3195; O -0.5003; H 0.2060; H 0.2126; H 0.1539; O -0.5726; C 0.9737; O -0.4817; C -0.1472; C 0.4492; F -0.3258; O -0.4985; H 0.2390; H 0.2066; H 0.1513

***

No. 4
The following is a DFT calculation (ωB97M-V/def2-TZVPD) of a 2-piece molecular cluster, C5H14N2O overall.

Geometry as XYZ:
```
22
Properties=species:S:1:pos:R:3
C 0.60659 0.80355 0.57745
O -0.14427 0.33204 -0.47924
C 0.68647 2.31641 0.58105
C 1.11959 2.88819 -0.76792
H 1.62571 0.36950 0.53822
H 0.25677 0.44629 1.59094
H 1.45094 2.59644 1.32234
H -0.31101 2.73134 0.78919
H 1.35986 3.95285 -0.71640
H 0.33552 2.75536 -1.51038
H 1.98792 2.32797 -1.14874
C -1.11925 -1.93491 0.42931
C -0.17343 -1.71554 -0.55334
N 1.16687 -2.15140 -0.43844
N -2.18853 -0.94300 0.50788
H -0.93773 -2.52254 1.31248
H -0.38386 -1.58104 -1.60928
H 1.79397 -1.42300 -0.73442
H 1.32819 -2.52437 0.48595
H -2.52391 -0.84499 1.45740
H -2.97752 -1.12185 -0.11457
H -1.67391 -0.07203 0.17491
```

HOMO level   -7.1 eV
Charge   0
E   -383.5303 Eh
Gap between HOMO and LUMO   7.51 eV
ΔE to the lowest compared entry with this formula, charge and spin   4.636 eV
E_LUMO   0.4385 eV

Charges computed using natural (NBO), reported in e: C -0.0497; O -0.8528; C -0.4107; C -0.6026; H 0.1189; H 0.1143; H 0.1904; H 0.1857; H 0.1975; H 0.2132; H 0.1956; C -0.4171; C 0.2131; N -0.8257; N -0.7052; H 0.1950; H 0.1893; H 0.3977; H 0.3650; H 0.4166; H 0.3979; H 0.4737

***

No. 5
The following is a DFT calculation (ωB97M-V/def2-TZVPD) of a 14-piece molecular cluster, C33H70O36S5 overall.

Geometry as XYZ:
```
144
Properties=species:S:1:pos:R:3
O -11.95710 -3.39952 32.19359
S -12.04693 -4.77020 31.79082
O -11.35282 -5.84132 32.45972
O -13.61925 -5.13080 31.71174
C -14.09689 -6.43374 32.02786
C -14.97050 -6.40469 33.26260
C -11.68122 -4.91384 30.01318
H -13.27174 -7.13065 32.19476
H -14.67438 -6.82767 31.18774
H -15.32803 -7.41970 33.46272
H -15.87105 -5.81220 33.09796
H -14.43579 -6.06546 34.14826
H -10.66640 -4.54242 29.88188
H -12.34733 -4.29599 29.42008
H -11.77173 -5.97180 29.77846
O -2.17307 -6.37867 23.12970
S -2.19063 -7.80895 23.07215
O -1.22819 -8.62563 23.73388
O -3.65115 -8.26444 23.58337
C -4.80568 -7.70774 22.90632
C -5.59371 -6.95863 23.97014
C -2.23268 -8.29326 21.32906
H -5.33526 -8.55957 22.47706
H -4.51342 -7.04646 22.09194
H -4.93886 -6.24595 24.47208
H -5.90435 -7.63643 24.76665
H -6.45647 -6.43559 23.56416
H -2.75980 -7.51155 20.78788
H -2.72599 -9.25796 21.26817
H -1.20644 -8.29122 20.97188
O -9.89197 -14.00962 26.66228
S -9.06127 -12.87654 26.38967
O -7.76086 -13.07789 25.80493
O -9.96076 -11.88174 25.48276
C -9.32054 -10.75849 24.85136
C -9.41964 -9.44188 25.61475
C -8.86181 -11.93251 27.90553
H -9.87676 -10.65738 23.91680
H -8.30505 -11.01285 24.54408
H -9.10460 -9.51308 26.65067
H -10.42878 -9.04978 25.48619
H -8.73540 -8.77416 25.08353
H -9.72583 -11.28287 28.02958
H -7.97554 -11.30269 27.88065
H -8.83295 -12.62788 28.73916
O -11.78336 -8.89074 30.77327
S -10.45397 -9.35409 31.10164
O -9.98426 -10.58102 30.54668
O -9.44938 -8.18012 30.70103
C -9.22818 -7.99947 29.26578
C -7.75875 -7.70911 29.09032
C -10.20367 -9.34974 32.90010
H -9.84138 -7.13574 28.99279
H -9.63824 -8.83678 28.69973
H -7.60302 -7.37558 28.06025
H -7.16492 -8.61408 29.21480
H -7.46268 -6.92751 29.78326
H -10.63950 -8.42091 33.25927
H -9.15048 -9.45477 33.13799
H -10.75137 -10.22212 33.25064
O -6.47152 -5.97014 20.42363
S -7.86395 -6.27059 20.35178
O -8.84729 -5.30011 20.73169
O -8.12873 -6.77477 18.84068
C -9.47882 -6.54217 18.30990
C -9.40654 -6.84728 16.85138
C -8.22736 -7.75575 21.25694
H -9.68963 -5.48969 18.48675
H -10.16137 -7.19763 18.84859
H -10.36766 -6.72290 16.35764
H -9.08892 -7.88845 16.71149
H -8.59960 -6.33220 16.32891
H -9.22570 -8.12728 21.03219
H -8.24340 -7.44134 22.30414
H -7.48577 -8.53658 21.11551
O -10.38943 -2.94246 27.74281
H -9.64291 -2.33468 27.74333
H -10.57165 -3.11230 26.80476
O -11.00318 -3.30417 24.92083
H -11.15569 -2.40898 24.60133
H -11.16311 -3.87278 24.13053
O -10.97009 -4.65768 22.58210
H -10.55346 -4.39037 21.75232
H -11.57307 -5.38126 22.33498
C -15.06927 -9.70878 29.92673
C -13.98667 -10.39209 29.07957
O -13.72332 -9.41898 28.06488
C -14.35074 -8.28252 28.34444
O -14.22170 -7.27855 27.70721
O -15.27259 -8.43637 29.32589
H -14.76471 -9.58023 30.96634
H -15.96767 -10.32601 29.92872
H -14.37065 -11.32600 28.67669
H -13.08757 -10.59226 29.65480
C -12.89089 -9.26029 22.68734
C -11.44569 -9.44656 22.22322
O -11.37629 -8.53516 21.14350
C -12.17811 -7.49918 21.42456
O -12.14287 -6.43253 20.89396
O -13.06161 -7.86189 22.38855
H -12.90023 -9.37063 23.76894
H -13.63026 -9.86320 22.16655
H -11.22416 -10.46474 21.90592
H -10.78705 -9.23178 23.06667
C -12.97664 -1.58648 26.47958
C -12.87716 -2.55734 27.65441
O -13.24436 -3.78125 27.04516
C -13.94166 -3.53612 25.92953
O -14.48803 -4.37161 25.27578
O -14.01449 -2.21570 25.70155
H -12.05264 -1.62260 25.90225
H -13.29328 -0.58624 26.74975
H -13.56220 -2.30121 28.46721
H -11.88007 -2.57291 28.09297
C -7.96624 -4.08187 23.82429
C -7.42607 -3.67173 25.18430
O -6.20854 -2.97186 24.89641
C -5.87108 -3.18749 23.60620
O -4.82258 -2.90901 23.12525
O -6.89926 -3.75258 22.93418
H -8.77892 -3.43225 23.48841
H -8.28686 -5.11970 23.77635
H -7.26933 -4.50075 25.87611
H -8.07044 -2.97105 25.71823
C -11.60722 -6.21896 26.54902
C -12.10216 -6.90150 25.29405
O -10.95346 -6.88282 24.46376
C -9.83313 -6.62808 25.21246
O -8.73600 -6.62616 24.75570
O -10.17968 -6.26266 26.45424
H -11.97444 -6.63634 27.47973
H -11.90473 -5.16767 26.54049
H -12.94127 -6.39673 24.82567
H -12.39944 -7.93934 25.49293
C -15.39673 -7.27728 24.45223
C -16.48322 -6.49322 25.20864
O -17.59616 -7.39337 25.23719
C -17.26978 -8.58596 24.73036
O -17.95795 -9.55752 24.72246
O -16.06664 -8.50469 24.12518
H -14.59396 -7.60736 25.10555
H -15.08050 -6.81435 23.52438
H -16.80018 -5.63462 24.61837
H -16.18573 -6.13034 26.18658
```

HOMO level   -10.5 eV
Charge   0
E   -5998.9872 Eh
Gap between HOMO and LUMO   10.45 eV
ΔE to the lowest compared entry with this formula, charge and spin   0.000 eV
E_LUMO   -0.0549 eV

Atom charges from the Mulliken analysis, given in e for atoms 1 to 99: O -0.6564; S 1.1998; O -0.5503; O -0.3609; C 0.9090; C -1.5113; C 0.1977; H -0.1104; H -0.0563; H 0.3773; H 0.3513; H 0.3564; H 0.4686; H -0.0801; H -0.5991; O -0.5983; S 1.2686; O -0.6267; O -0.3937; C -0.4563; C -0.3755; C -0.9225; H 0.1491; H 0.5046; H 0.4117; H 0.2590; H -0.2723; H 0.3380; H 0.3003; H 0.3975; O -0.6369; S 1.2560; O -0.6556; O -0.3483; C -0.6220; C 1.2697; C -0.7040; H 0.1249; H 0.5519; H -0.2287; H -0.3463; H -0.3663; H -0.0167; H 0.3071; H 0.5423; O -0.2224; S 0.8513; O -0.6140; O -0.3856; C 1.3366; C -1.4217; C -1.0489; H -0.4608; H 0.0983; H 0.1648; H 0.3617; H 0.4078; H 0.2675; H 0.3923; H 0.3989; O -0.6346; S 1.0403; O -0.5473; O -0.2987; C 0.4444; C -1.4988; C -0.1046; H 0.2660; H 0.0002; H 0.3877; H 0.3327; H 0.3535; H 0.0659; H -0.2905; H 0.4336; O -0.4560; H 0.2444; H -0.0541; O -0.3688; H 0.3821; H 0.0512; O -0.4532; H 0.2489; H 0.1122; C -0.3392; C -0.0900; O -0.2304; C 0.5606; O -0.4282; O -0.4053; H 0.2070; H 0.3319; H 0.4025; H -0.0537; C -0.6471; C 0.6596; O -0.4374; C 0.4934; O -0.6168

***

No. 6
The following is a DFT calculation (ωB97M-V/def2-TZVPD) of a 2-piece molecular cluster, C2HNOS overall.

Geometry as XYZ:
```
6
Properties=species:S:1:pos:R:3
O 0.73459 0.53910 0.77168
C 1.14706 -0.28152 1.47693
S 1.73869 -1.29500 2.47925
C -1.15143 0.30483 -1.65782
N -1.14148 1.46334 -1.58072
H -1.32744 -0.73074 -1.48931
```

HOMO level   -10.9 eV
Charge   0
E   -604.9814 Eh
Gap between HOMO and LUMO   11.48 eV
ΔE to the lowest compared entry with this formula, charge and spin   0.151 eV
E_LUMO   0.5904 eV

Charges computed using natural (NBO), reported in e: O -0.4477; C 0.4249; S 0.0221; C 0.0634; N -0.2904; H 0.2277